{"formula": "C3H8N4O", "method": "ωB97M-V/def2-TZVPD", "gap_ha": 0.3732, "molar_mass_g_mol": 116.1, "de_lowest_kcal_mol": 107.4, "energy_ha": -413.244950, "species": ["C", "C", "C", "H", "H", "H", "H", "H", "H", "H", "H", "N", "N", "N", "N", "O"], "coordinates": [[-1.2392, 0.4385, -0.2519], [-0.4508, -0.8278, -0.4012], [1.7350, -1.5557, -0.4052], [-1.1697, 2.7782, -0.1751], [-2.1263, 2.4959, 1.1154], [-0.0600, 0.8481, 1.3122], [-0.4560, -1.3331, -1.4000], [-0.9873, -1.4946, 0.3452], [1.3798, -2.3625, -1.4398], [3.4311, -2.4573, -0.3007], [2.9752, -1.5043, 1.1951], [-1.2098, 2.5483, 0.9368], [-0.8601, 0.9873, 0.9039], [0.8883, -0.6375, 0.0651], [3.1124, -1.6491, 0.1846], [-2.0966, 0.7446, -1.1168]], "forces_ev_per_a": [[-0.531, -1.573, -2.929], [-0.782, -1.699, 0.140], [-0.870, 1.730, 0.248], [-0.216, -0.557, 3.381], [-4.520, 0.022, 0.892], [5.502, -1.246, 2.274], [-0.543, 0.717, 0.602], [0.555, 0.218, -0.901], [1.380, 2.408, 3.311], [1.238, -0.888, 1.057], [0.801, -0.866, -0.787], [5.168, -2.314, -3.865], [-7.566, 6.637, -2.578], [3.473, -4.105, -1.393], [-4.768, 1.099, -2.102], [1.682, 0.417, 2.650]]}